ORCA calculation (wB97M-V/def2-TZVPD) on C44H31NO15PS2 as an isolated structure in a non-equilibrium geometry.

XYZ file:
```
94
Properties=species:S:1:pos:R:3:forces:R:3
O -1.31397 -3.43753 -2.33804 1.28 -0.29 -1.99
P -0.54794 -3.33101 -3.62575 -0.49 -0.18 2.50
O 0.91303 -2.57887 -3.29210 -1.66 -1.27 -1.64
O -0.22340 -4.82160 -4.34844 -0.17 2.40 0.69
C -1.42654 -2.25058 -4.84894 1.03 0.56 0.21
S -3.20875 -2.66324 -5.07926 -2.69 -1.78 -2.73
O -3.36559 -2.78492 -6.57183 0.92 1.08 2.49
O -3.59360 -3.96244 -4.47104 1.20 2.30 -0.06
N -4.04197 -1.30930 -4.53949 -0.29 -2.66 0.79
S -5.25781 -1.70843 -3.45297 0.71 2.58 3.66
O -4.84952 -2.52314 -2.27922 -0.67 0.25 -2.72
O -5.80024 -0.40344 -2.94238 0.72 -2.09 -1.97
C -6.67399 -2.46335 -4.37833 -0.84 0.36 -1.19
O -7.20663 -3.60546 -3.72295 1.30 -0.27 0.54
O -8.39492 -3.90715 -4.42244 -1.22 0.77 -0.81
H 1.15145 -2.85488 -2.39880 -0.11 0.16 0.20
H -0.52696 -4.79076 -5.26483 -0.07 -0.16 -0.04
H -1.37418 -1.21353 -4.43705 -0.13 -0.85 -0.04
H -0.90526 -2.19261 -5.83258 -0.67 -0.33 0.54
H -6.38880 -2.64622 -5.44448 0.17 -0.26 0.91
H -7.49001 -1.70078 -4.42106 0.87 -0.22 0.31
H -8.50998 -4.86325 -4.40969 0.77 -0.17 0.35
C -4.41535 0.16454 1.03284 0.29 0.05 -0.03
C -4.00180 -0.71965 0.03911 -0.11 0.04 0.21
C -2.68778 -0.69765 -0.40727 -0.01 -0.05 -0.08
C -1.78681 0.21936 0.13104 -0.30 0.00 0.04
C -2.20814 1.12297 1.11092 0.00 0.01 0.02
C -3.52285 1.08409 1.56822 -0.20 -0.09 -0.03
C -1.27492 2.13492 1.65522 -0.52 0.21 0.37
O -1.63923 2.92203 2.51469 0.26 -0.01 -0.04
C 0.11474 2.18165 1.12893 0.25 0.06 -0.06
C 0.99250 3.16287 1.58558 0.21 0.00 -0.06
C 2.29495 3.20634 1.10935 -0.11 -0.06 0.01
C 2.73038 2.26462 0.18135 -0.13 -0.04 0.02
C 1.85912 1.28884 -0.28066 0.17 0.14 0.04
C 0.54705 1.25056 0.18458 0.23 0.20 0.12
C -0.38594 0.22300 -0.34278 -0.19 -0.56 -0.44
O -0.01103 -0.59825 -1.15524 0.29 0.15 0.05
H -5.43924 0.13998 1.38576 0.03 0.01 -0.03
H -4.70164 -1.42686 -0.38849 0.13 0.08 -0.07
H -2.36862 -1.39177 -1.17785 0.04 0.00 0.07
H -3.85158 1.77314 2.33605 0.15 0.05 -0.05
H 0.66008 3.89550 2.30883 -0.10 -0.09 -0.03
H 2.97335 3.97392 1.46252 -0.03 -0.02 -0.01
H 3.74964 2.29504 -0.18493 -0.04 0.00 0.01
H 2.19890 0.56040 -1.00618 -0.18 -0.03 0.01
C 0.12063 4.82731 6.72335 -0.04 0.14 -0.07
C -0.13152 4.47805 5.39937 0.02 0.09 0.03
C -0.53594 5.44392 4.49001 0.06 -0.10 -0.02
C -0.70149 6.76341 4.90385 0.07 -0.17 0.22
C -0.47157 7.10924 6.23741 0.02 -0.16 -0.07
C -0.04922 6.13907 7.14293 0.03 -0.20 0.01
C -0.68992 8.49909 6.70552 0.14 0.05 0.65
O -0.48613 8.80340 7.86656 -0.03 0.01 -0.15
C -1.17002 9.51214 5.73368 -0.11 0.19 -0.17
C -1.43464 10.80884 6.16811 -0.07 0.20 -0.09
C -1.87133 11.76735 5.26501 0.05 -0.14 0.01
C -2.03703 11.43788 3.92251 0.05 -0.12 0.06
C -1.77992 10.14643 3.48602 -0.06 0.21 0.00
C -1.35488 9.17775 4.39190 -0.05 0.26 0.10
C -1.11674 7.79140 3.91943 -0.07 -0.28 -0.67
O -1.26444 7.50447 2.74758 0.03 0.10 0.15
H 0.44486 4.07309 7.43016 -0.01 0.03 -0.02
H -0.01121 3.45130 5.07517 -0.05 0.05 -0.04
H -0.72662 5.16609 3.46112 -0.11 0.10 0.04
H 0.14250 6.40583 8.17440 -0.06 0.13 -0.07
H -1.30392 11.06981 7.21060 0.06 -0.16 -0.02
H -2.08143 12.77386 5.60614 0.01 -0.04 -0.01
H -2.37133 12.18891 3.21704 0.01 -0.03 0.02
H -1.91425 9.89200 2.44240 0.04 -0.15 0.08
C 7.92012 -4.31826 -2.29166 -0.10 -0.09 0.01
C 8.53133 -5.36772 -1.61089 -0.13 -0.06 -0.03
C 7.82153 -6.52861 -1.34077 0.18 0.15 -0.01
C 6.49223 -6.64041 -1.74055 0.12 0.23 -0.04
C 5.87303 -5.57938 -2.40175 0.27 0.00 0.08
C 6.59416 -4.42238 -2.68602 0.19 0.08 0.04
C 4.44312 -5.66326 -2.79172 -0.39 0.48 -0.33
O 3.90684 -4.73961 -3.37112 0.11 -0.10 0.08
C 3.68231 -6.89007 -2.45334 -0.16 -0.22 0.08
C 2.32520 -6.96356 -2.76111 -0.17 -0.05 0.00
C 1.60861 -8.11262 -2.45823 0.12 -0.01 0.01
C 2.24433 -9.19562 -1.85722 0.11 0.11 -0.02
C 3.59417 -9.12562 -1.54481 -0.19 -0.07 -0.01
C 4.31511 -7.96967 -1.83290 -0.17 0.01 -0.06
C 5.74808 -7.89335 -1.46202 0.22 -0.57 0.30
O 6.30538 -8.83816 -0.93329 -0.04 0.14 -0.07
H 8.47814 -3.41574 -2.50982 -0.03 -0.03 0.01
H 9.56314 -5.28010 -1.29271 -0.03 -0.01 -0.02
H 8.30097 -7.34497 -0.81577 -0.15 -0.05 -0.05
H 6.11993 -3.60256 -3.21047 -0.13 -0.12 0.03
H 1.81706 -6.12881 -3.22958 0.16 0.03 -0.01
H 0.55255 -8.16523 -2.69288 0.04 0.05 0.01
H 1.68407 -10.09407 -1.62841 0.02 0.03 0.00
H 4.08394 -9.96796 -1.07316 0.11 0.12 -0.01
```
Positions in Å, forces in eV/Å.

Calculated values
Total energy in hartree: -4016.485781
Net charge: -1
Relative energy (zero: lowest compared OMol25 entry of this formula, charge and spin) in eV: 0.000
Kohn-Sham gap in Eh: 0.247